{"formula": "CH7O3", "method": "ωB97M-V with the def2-TZVPD basis set", "homo_energy_ev": -3.717, "gap_ev": 7.9, "charge": -1, "lumo_energy_ev": 4.1, "e_above_lowest_kcal_mol": 18.8, "symbols": ["C", "O", "H", "H", "H", "H", "H", "O", "H", "H", "O"], "xyz": [[0.55760, 1.04622, 0.37818], [0.09868, -0.24614, 0.02265], [1.62345, 1.07519, 0.34118], [0.14359, 1.68909, -0.37109], [0.23449, 1.14179, 1.41405], [-0.56607, 0.26992, -1.57306], [-1.73102, 1.09630, -2.17520], [-0.73155, 0.87058, -2.27398], [0.06860, -2.57202, 1.64624], [0.15653, -0.94375, 0.87700], [0.22348, -1.62868, 1.94780]], "forces_ev_per_a": [[-0.91, -2.38, 0.39], [-0.07, 0.52, -1.68], [1.18, 0.32, 0.02], [-0.19, 1.17, 0.20], [-0.04, 1.09, 0.17], [0.63, -1.64, 2.13], [2.81, -0.68, -0.22], [-3.50, 2.17, -2.08], [0.29, 1.69, 0.61], [0.06, -0.17, 0.68], [-0.27, -2.08, -0.22]]}